1.
{
  "formula": "C4H10N2O2",
  "method": "ωB97M-V/def2-TZVPD",
  "species": ["C", "C", "O", "N", "H", "H", "H", "H", "H", "C", "C", "O", "N", "H", "H", "H", "H", "H"],
  "positions_angstrom": [[-0.895646, -2.409661, -1.045971], [-1.417026, -1.005649, -1.062384], [-1.782181, -0.438599, -0.053980], [-1.350468, -0.346722, -2.255492], [-1.672365, 0.609044, -2.286748], [-1.365893, -0.765707, -3.170177], [-0.480536, -2.756662, -1.985331], [-1.771832, -3.039158, -0.883043], [-0.211174, -2.612948, -0.230629], [1.517593, 1.665616, 2.430375], [1.468762, 1.002253, 1.077791], [2.194276, 0.066356, 0.796555], [0.555978, 1.522225, 0.191994], [1.294897, 2.722630, 2.377567], [2.522689, 1.533614, 2.822135], [0.362088, 0.903793, -0.586455], [-0.291062, 1.892964, 0.606114], [0.785287, 1.188333, 3.080365]],
  "forces_ev_per_angstrom": [[-0.829, -0.809, -0.300], [0.667, 0.153, 0.103], [-0.141, 0.099, 0.133], [-0.193, 0.718, -0.706], [-0.192, -0.071, 0.365], [0.309, -0.536, 0.285], [0.271, 0.228, -0.154], [-0.042, -0.137, 0.191], [0.097, 0.350, 0.088], [0.191, -0.042, -0.107], [0.050, -0.336, -0.037], [-0.099, 0.266, -0.104], [-0.219, -0.154, 0.020], [-0.121, 0.257, -0.046], [-0.095, -0.086, 0.167], [0.091, 0.104, 0.095], [0.194, 0.052, -0.098], [0.061, -0.058, 0.103]],
  "mulliken_charge": [-1.01, 0.67, -0.58, -0.39, 0.24, 0.19, 0.35, 0.29, 0.25, -1.01, 0.67, -0.62, -0.46, 0.35, 0.29, 0.23, 0.29, 0.26],
  "homo_ev": -9.5,
  "smiles": "CC(N)=O.CC(N)=O",
  "gap_ev": 10.3
}

---

2.
{
  "formula": "C4H9N2O",
  "method": "ωB97M-V/def2-TZVPD",
  "species": ["C", "C", "C", "C", "N", "N", "O", "H", "H", "H", "H", "H", "H", "H", "H", "H"],
  "positions_angstrom": [[-1.255088, -0.170470, 0.086587], [1.435881, 1.011584, -0.759067], [-0.176182, 0.327171, 0.978864], [1.035475, 0.085498, 0.093706], [1.383209, -1.279028, 0.045486], [-2.280334, 0.569801, -0.242200], [-1.157888, -1.348380, -0.416012], [1.030270, 2.006425, -0.746500], [2.251926, 0.841697, -1.438399], [-0.294326, 1.375210, 1.239372], [-0.122349, -0.270815, 1.891498], [-0.197981, -1.700229, -0.290810], [2.100759, -1.480429, -0.641704], [-2.419066, 1.494047, 0.142330], [-2.975240, 0.211137, -0.887462], [1.640934, -1.673212, 0.944312]],
  "forces_ev_per_angstrom": [[-0.469, -0.069, 0.225], [0.554, 0.029, 0.152], [0.394, -0.087, -0.162], [-0.144, 0.619, 0.093], [0.206, -0.387, -0.034], [-0.149, -0.151, -0.048], [-0.242, -0.075, -0.149], [-0.184, 0.162, 0.053], [0.136, -0.124, -0.227], [-0.024, -0.024, -0.047], [-0.132, 0.011, -0.013], [-0.197, 0.253, 0.050], [0.000, -0.057, 0.043], [0.079, -0.164, 0.011], [0.082, 0.022, 0.042], [0.091, 0.040, 0.010]],
  "mulliken_charge": [0.60, -1.07, -0.64, 0.66, -0.49, -0.31, -0.50, 0.27, 0.27, 0.38, 0.30, 0.54, 0.23, 0.24, 0.27, 0.26],
  "homo_ev": -13.6,
  "total_charge": 1,
  "smiles": "C=C(N)CC(=[NH2+])O",
  "gap_ev": 10.1
}

---

3.
{
  "formula": "C53H40BCoN10O3",
  "method": "ωB97M-V/def2-TZVPD",
  "species": ["Co", "C", "C", "C", "C", "C", "N", "C", "C", "C", "C", "C", "C", "C", "C", "N", "C", "N", "C", "N", "C", "N", "C", "N", "C", "N", "C", "C", "C", "C", "C", "C", "C", "C", "C", "C", "C", "C", "C", "C", "N", "H", "H", "H", "H", "H", "H", "H", "H", "H", "H", "H", "H", "H", "H", "H", "H", "C", "C", "C", "C", "C", "C", "C", "C", "O", "B", "O", "C", "C", "H", "H", "H", "H", "H", "H", "H", "H", "H", "H", "H", "H", "C", "N", "N", "C", "O", "C", "C", "C", "C", "C", "C", "C", "C", "C", "H", "H", "H", "H", "H", "H", "H", "H", "H", "H", "H", "H"],
  "positions_angstrom": [[0.653221, 1.150923, -1.846000], [-0.677408, 3.286456, -7.851721], [-1.160298, 4.425598, -7.179354], [-1.169669, 4.495686, -5.802819], [-0.676290, 3.398530, -5.092897], [-0.532544, 3.134343, -3.690875], [-0.893384, 4.011102, -2.750439], [-0.465452, 3.859447, -1.530727], [-0.754572, 4.864140, -0.495176], [-1.583148, 5.972480, -0.483748], [-1.615815, 6.729728, 0.678826], [-0.833595, 6.390574, 1.785492], [0.005404, 5.284490, 1.759365], [0.025007, 4.533184, 0.598395], [0.770509, 3.318281, 0.234047], [1.694550, 2.820583, 0.963176], [2.232456, 1.621787, 0.570242], [1.430570, 0.579325, 0.037135], [2.279238, -0.529366, -0.076474], [1.733619, -1.786645, -0.251067], [0.642880, -1.991020, -2.091678], [0.759109, -0.663792, -2.730210], [0.493091, -0.827054, -4.021529], [0.443867, 0.054216, -5.012869], [0.185040, 1.321886, -4.738529], [0.020593, 1.888763, -3.508873], [-0.189086, 2.272125, -5.762669], [-0.194674, 2.198128, -7.152646], [0.084062, -2.206572, -4.318401], [-0.299776, -2.779649, -5.519006], [-0.759947, -4.086523, -5.484503], [-0.835165, -4.777463, -4.276173], [-0.438042, -4.193838, -3.079823], [0.019059, -2.884448, -3.115202], [3.564470, -0.189935, 0.251607], [4.784130, -0.928767, 0.327059], [5.900059, -0.295141, 0.759673], [5.873844, 1.096874, 1.143426], [4.732893, 1.825169, 1.104701], [3.528346, 1.189860, 0.668253], [0.367890, 2.905112, -1.036155], [-0.691440, 3.267644, -8.934520], [-1.534528, 5.259660, -7.760624], [-1.544713, 5.364390, -5.278297], [-2.180589, 6.224261, -1.349528], [-2.259833, 7.598680, 0.734690], [-0.888041, 7.001071, 2.678330], [0.614396, 5.003155, 2.607882], [0.168465, 1.311793, -7.656095], [-0.247881, -2.207661, -6.435085], [-1.075943, -4.573967, -6.398482], [-1.216605, -5.791206, -4.267456], [-0.504716, -4.747121, -2.155590], [4.808826, -1.976017, 0.049618], [6.836283, -0.834884, 0.829563], [6.796047, 1.557323, 1.476483], [4.715695, 2.865650, 1.401476], [-2.971191, 0.448761, 6.846667], [-1.524565, 0.857943, 6.538705], [-0.591506, -0.191547, 7.145177], [-1.224738, 2.200281, 7.220917], [-1.348982, 0.986180, 5.023718], [-2.053235, 1.970426, 4.336739], [-1.961373, 2.128122, 2.951374], [-1.140585, 1.265365, 2.267949], [-0.890722, 1.217636, 0.935479], [0.045472, 0.127446, 0.739336], [0.333865, -0.436193, 2.068710], [-0.419300, 0.277903, 2.938168], [-0.512464, 0.121166, 4.302796], [-3.124653, 0.363282, 7.926045], [-3.204365, -0.513311, 6.387469], [-3.676897, 1.183363, 6.457995], [-0.732688, -0.223252, 8.227924], [0.455646, 0.042868, 6.947541], [-0.798189, -1.189041, 6.754378], [-1.321731, 2.102758, 8.305724], [-1.909993, 2.981242, 6.892734], [-0.209540, 2.529539, 6.993772], [-2.704502, 2.640693, 4.883591], [-2.509351, 2.902542, 2.430436], [0.064393, -0.656729, 4.781669], [1.352685, -4.536025, 1.217741], [0.881195, -4.177331, -0.125676], [-0.123239, -3.179380, -0.041529], [0.279688, -1.874242, -0.577525], [-0.513439, -0.841748, -0.219461], [1.992625, -2.536361, -1.518027], [1.859989, -3.955309, -1.107150], [2.877009, -5.000201, -1.364212], [-1.432588, -3.656145, 0.103417], [-1.681587, -5.034621, 0.054734], [-2.961211, -5.534432, 0.237409], [-4.029607, -4.687220, 0.473701], [-3.785575, -3.322451, 0.539620], [-2.514085, -2.803192, 0.372085], [0.529413, -4.979724, 1.778907], [1.719484, -3.648842, 1.739392], [2.150706, -5.272191, 1.129307], [2.901731, -2.282316, -2.061613], [3.245967, -4.920954, -2.388846], [2.448310, -5.996529, -1.239203], [3.754564, -4.935081, -0.703300], [-0.859438, -5.712331, -0.123603], [-3.115852, -6.605856, 0.190169], [-5.028569, -5.078524, 0.614362], [-4.598693, -2.635708, 0.740848], [-2.358761, -1.742079, 0.449240]],
  "forces_ev_per_angstrom": [[-0.016, 0.083, 0.015], [0.006, -0.012, -0.021], [-0.012, 0.019, -0.037], [0.022, -0.029, 0.056], [0.001, -0.007, -0.091], [0.029, 0.009, -0.007], [-0.016, 0.005, -0.042], [-0.043, 0.069, 0.076], [0.047, -0.064, 0.015], [0.006, -0.015, -0.005], [-0.023, 0.027, 0.001], [0.020, -0.006, 0.034], [-0.014, 0.012, -0.006], [0.046, -0.053, 0.016], [-0.081, 0.066, -0.014], [0.071, -0.031, -0.035], [-0.107, 0.172, 0.032], [0.119, -0.120, -0.006], [-0.009, -0.011, 0.012], [-0.037, -0.002, -0.019], [0.018, 0.052, -0.042], [-0.029, -0.002, -0.001], [0.028, 0.013, -0.037], [-0.041, -0.043, 0.075], [0.037, 0.053, -0.062], [-0.053, -0.023, 0.031], [-0.001, 0.032, 0.031], [-0.008, 0.012, 0.005], [0.001, -0.012, 0.037], [0.002, -0.011, 0.037], [-0.002, 0.002, -0.030], [-0.011, -0.031, 0.002], [0.025, 0.006, 0.020], [-0.013, -0.039, -0.043], [-0.061, 0.010, 0.009], [-0.028, -0.016, -0.009], [0.006, 0.045, 0.021], [0.028, -0.044, -0.002], [-0.087, -0.008, -0.023], [0.066, -0.021, 0.000], [0.091, -0.023, -0.054], [0.000, 0.001, -0.001], [0.001, -0.001, -0.002], [-0.004, 0.010, 0.003], [-0.009, 0.006, -0.008], [-0.004, 0.004, -0.001], [-0.002, 0.003, 0.002], [0.002, -0.001, 0.015], [0.004, -0.005, -0.008], [0.004, 0.016, -0.013], [-0.001, 0.000, -0.001], [0.000, -0.007, 0.002], [0.003, -0.010, -0.040], [-0.001, -0.010, -0.008], [0.005, -0.004, 0.000], [0.001, 0.001, 0.000], [-0.004, 0.012, 0.003], [-0.001, 0.013, 0.022], [0.021, 0.012, 0.023], [-0.016, -0.007, -0.007], [0.001, -0.014, 0.010], [-0.004, -0.003, 0.012], [-0.006, -0.004, 0.031], [0.019, -0.015, -0.041], [0.045, -0.054, 0.061], [-0.046, -0.066, -0.064], [-0.015, -0.038, 0.066], [-0.057, 0.042, -0.055], [-0.019, 0.072, -0.021], [0.022, 0.003, -0.033], [-0.004, -0.003, 0.017], [0.004, -0.010, -0.011], [-0.013, 0.008, 0.000], [-0.004, 0.003, 0.004], [0.014, 0.008, 0.001], [-0.004, -0.007, -0.013], [-0.005, 0.001, 0.007], [-0.010, 0.012, -0.015], [0.014, -0.007, -0.005], [-0.009, 0.016, 0.008], [-0.007, 0.010, -0.006], [0.004, -0.008, 0.008], [-0.012, 0.014, -0.026], [0.086, 0.014, 0.027], [0.057, -0.045, 0.174], [0.055, 0.014, -0.121], [0.048, -0.022, 0.173], [-0.011, -0.002, 0.001], [-0.072, -0.020, -0.049], [0.045, -0.038, 0.013], [-0.072, 0.029, -0.092], [0.021, 0.019, 0.076], [0.006, -0.028, -0.009], [-0.044, 0.003, 0.012], [-0.006, 0.007, 0.007], [0.015, -0.038, -0.058], [-0.006, 0.027, 0.008], [0.017, -0.003, 0.003], [-0.011, -0.019, -0.003], [-0.009, 0.015, -0.007], [0.006, 0.016, -0.006], [-0.007, -0.009, -0.009], [-0.004, 0.006, 0.022], [-0.011, -0.012, -0.009], [0.002, -0.006, 0.000], [-0.003, -0.005, 0.001], [-0.006, -0.001, -0.005], [0.023, 0.043, -0.007]],
  "mulliken_charge": [-0.09, -0.60, -0.58, -0.34, 0.72, -0.43, -0.70, 0.01, 0.01, -0.11, -0.63, -0.74, -0.17, 0.34, -0.24, -0.72, -0.64, 0.66, -1.10, 0.34, 0.98, -0.46, 0.31, -0.74, -0.19, -0.12, 0.19, -0.31, -0.42, -0.31, -0.66, -1.24, 0.31, 0.80, 0.89, -0.79, -0.77, -0.61, -0.93, 0.46, 0.06, 0.39, 0.38, 0.54, 0.55, 0.40, 0.41, 0.56, 0.50, 0.57, 0.38, 0.43, 0.58, 0.50, 0.40, 0.40, 0.49, -1.66, 1.96, -2.08, -1.66, 0.68, -0.46, -2.05, 0.96, -0.22, 2.72, -0.47, 0.30, -1.47, 0.44, 0.37, 0.33, 0.43, 0.42, 0.37, 0.45, 0.32, 0.38, 0.36, 0.55, 0.53, -1.21, 0.06, 1.39, -0.67, -1.08, -0.19, -0.30, -2.06, 1.45, -0.74, -1.03, -0.56, -0.91, -0.62, 0.29, 0.23, 0.49, 0.79, 0.49, 0.38, 0.35, 0.39, 0.38, 0.38, 0.43, 0.49],
  "homo_ev": [-3.4, -4.0],
  "multiplicity": 4,
  "total_charge": -1,
  "gap_ev": [5.6, 5.3]
}

---

Calculated max |F| (eV/Å), listed in the same order as above: 1.20; 0.64; 0.20
Calculated ΔE to the lowest compared entry with this formula, charge and spin (kcal/mol), listed in the same order as above: 10.35; 16.15; 35.71